## a
Density functional theory data (wB97M-V/def2-TZVPD) for a structure of composition C5H15N2O.

Each line ends with the natural charge from an NBO analysis.
Geometry (Å):
1 C 0.312 -1.008 2.866  -0.6226
2 C 0.290 0.310 2.079  -0.4513
3 C 1.035 0.376 0.765  -0.5471
4 C 0.770 -0.566 -0.828  -0.2651
5 N -1.328 -1.591 -2.714  -0.7210
6 C -1.139 -0.317 -2.434  0.3991
7 N -0.246 0.130 -1.595  -0.5332
8 H 0.034 -0.855 3.910  0.2299
9 H 1.317 -1.431 2.855  0.2111
10 H -0.367 -1.758 2.448  0.1951
11 H 0.798 1.068 2.674  0.2591
12 H -0.742 0.649 1.964  0.2074
13 H 0.444 -0.671 0.351  0.3066
14 H 2.101 0.229 0.804  0.2005
15 H 1.698 -0.102 -1.090  0.2984
16 H 0.869 -1.626 -1.069  0.2254
17 H -0.947 -2.295 -2.100  0.4169
18 H -2.027 -1.890 -3.370  0.4396
19 H -1.667 0.418 -3.032  0.2407
20 H -0.350 1.102 -1.259  0.4912
21 H 0.352 3.023 0.011  0.5008
22 H -0.941 3.731 -0.510  0.4917
23 O -0.267 3.074 -0.726  -0.9733

## Properties
Orbital gap   7.9 eV
E_LUMO   -3.49 eV
Net charge   +1

## b
Density functional theory data (wB97M-V/def2-TZVPD) for a cluster of 2 separate species, C5H15N2O in total.

Each line ends with the natural charge from an NBO analysis.
Geometry (Å):
1 C -0.584 -0.747 -2.056  -0.2287
2 C -0.804 -1.259 -0.609  -0.4389
3 C -0.362 -0.192 0.340  -0.1010
4 C 0.274 0.859 -0.275  0.0139
5 N 0.293 2.204 0.299  -0.8238
6 C -0.683 -0.246 1.769  -0.6223
7 N -1.450 -1.788 -2.758  -0.7198
8 H 0.429 -0.751 -2.504  0.2510
9 H -1.054 0.288 -2.347  0.2599
10 H -0.161 -2.242 -0.316  0.2342
11 H -1.868 -1.460 -0.499  0.2073
12 H 0.755 0.824 -1.211  0.1824
13 H 1.181 2.655 0.208  0.3822
14 H -0.046 2.449 1.310  0.3940
15 H -1.591 -0.103 2.120  0.2190
16 H -0.023 0.346 2.395  0.2267
17 H -0.497 -1.374 2.077  0.2079
18 H -1.897 -1.326 -3.568  0.4516
19 H -2.114 -2.467 -2.248  0.4596
20 H -1.025 -2.675 -3.100  0.4429
21 H 2.255 1.635 3.425  0.4609
22 H 2.974 0.334 3.202  0.4699
23 O 2.967 1.308 2.906  -0.9288

## Properties
Orbital gap   7.4 eV
E_LUMO   -3.80 eV
Net charge   +1

The computed energies, referenced to the most stable structure and given in eV, are a 1.343; b 0.000.

## a
Density functional theory data (wB97M-V/def2-TZVPD) for a cluster of 3 separate species, C5H15N2O in total.

Each line ends with the natural charge from an NBO analysis.
Geometry (Å):
1 C -1.504 -3.106 0.861  -0.3623
2 N -0.520 0.146 0.754  -0.0999
3 C 0.865 -0.326 0.784  -0.3555
4 C 1.851 0.752 0.274  -0.0189
5 O 3.237 0.394 0.466  -0.6734
6 C -1.993 -3.220 -0.391  -0.3148
7 N -1.349 1.818 -1.708  -0.6813
8 C -0.755 2.807 -0.874  -0.4221
9 H -1.120 -2.127 1.185  0.1608
10 H -1.236 -3.991 1.432  0.2216
11 H -0.860 0.674 1.574  0.3629
12 H 0.936 -1.030 0.039  0.2456
13 H 1.139 -0.886 1.698  0.2891
14 H 1.529 1.675 0.874  0.1902
15 H 1.683 0.911 -0.798  0.2097
16 H 3.795 0.816 -0.230  0.5079
17 H -2.343 -2.408 -0.892  0.1859
18 H -1.998 -4.142 -0.924  0.2152
19 H -1.234 1.039 -1.052  0.3583
20 H -2.334 1.950 -1.927  0.3860
21 H -0.563 3.681 -1.493  0.2236
22 H -1.180 3.125 0.134  0.1949
23 H 0.182 2.374 -0.594  0.1765

## Properties
Orbital gap   4.1 eV
E_LUMO   -9.23 eV
Net charge   +1

## b
Density functional theory data (wB97M-V/def2-TZVPD) for the ion C5H15N2O with charge +1.

Each line ends with the natural charge from an NBO analysis.
Geometry (Å):
1 C -2.165 0.676 -0.890  -0.6547
2 C -1.438 -0.638 -0.918  -0.3897
3 C -0.161 -0.834 0.396  0.6092
4 N -0.641 -0.613 1.675  -0.8831
5 O 0.532 -1.950 0.156  -0.6808
6 N 0.793 0.452 0.009  -0.4094
7 C 1.689 0.147 -1.115  -0.4219
8 C 1.539 1.035 1.133  -0.4356
9 H -1.585 1.500 -1.301  0.2030
10 H -3.047 0.567 -1.518  0.2620
11 H -2.514 0.942 0.106  0.2131
12 H -0.920 -0.844 -1.844  0.2174
13 H -2.096 -1.471 -0.684  0.2316
14 H -1.578 -0.250 1.756  0.4103
15 H -0.460 -1.339 2.352  0.4037
16 H 1.002 -2.282 0.934  0.4936
17 H 0.108 1.150 -0.297  0.4270
18 H 2.178 1.056 -1.457  0.2305
19 H 2.449 -0.563 -0.796  0.2339
20 H 1.134 -0.294 -1.938  0.2335
21 H 2.389 0.404 1.389  0.2221
22 H 1.910 2.020 0.855  0.2331
23 H 0.885 1.130 1.997  0.2512

## Properties
Orbital gap   11.2 eV
E_LUMO   -2.83 eV
Net charge   +1

The computed energies, referenced to the most stable structure and given in eV, are a 7.829; b 0.000.

## a
Density functional theory data (wB97M-V/def2-TZVPD) for a cluster of 3 separate species, C5H15N2O in total.

Each line ends with the natural charge from an NBO analysis.
Geometry (Å):
1 C -0.618 1.800 2.392  -0.6297
2 C -0.139 0.782 1.319  -0.0827
3 C -0.843 -0.597 1.480  -0.4132
4 C -0.471 -1.609 0.469  -0.2692
5 C -0.887 -1.232 -1.869  -0.0345
6 N -1.384 -1.634 -0.798  -0.2192
7 N -0.264 1.340 0.002  -0.4562
8 H -0.878 2.697 1.826  0.2158
9 H 0.063 2.156 3.168  0.2578
10 H -1.562 1.472 2.823  0.2388
11 H 0.938 0.592 1.420  0.3077
12 H -0.577 -1.025 2.452  0.2607
13 H -1.888 -0.282 1.442  0.2720
14 H 0.540 -1.501 0.035  0.2803
15 H -0.639 -2.641 0.780  0.2629
16 H -1.443 -1.362 -2.821  0.2356
17 H 0.076 -0.663 -1.903  0.2321
18 H 2.947 -1.004 -4.981  0.0285
19 H 2.420 -0.946 -4.476  -0.0284
20 H 0.439 0.909 -0.670  0.4143
21 H -0.070 2.342 -0.062  0.4051
22 H 2.531 0.420 -1.160  0.4816
23 O 1.709 -0.016 -0.868  -0.7601

## Properties
Orbital gap   4.6 eV
E_LUMO   -9.39 eV
Net charge   +1

## b
Density functional theory data (wB97M-V/def2-TZVPD) for a structure of composition C5H15N2O.

Each line ends with the natural charge from an NBO analysis.
Geometry (Å):
1 C 2.784 1.631 -0.342  -0.6363
2 C 1.288 1.270 -0.335  -0.0969
3 C 0.928 0.246 0.755  -0.0042
4 C -0.091 -0.697 0.532  -0.3774
5 C 0.085 -2.045 0.566  0.1883
6 N -0.913 -2.905 0.356  -0.7069
7 N 0.277 2.309 -0.378  -0.8233
8 H 2.943 2.682 -0.631  0.2389
9 H 3.239 1.062 -1.140  0.2354
10 H 3.262 1.408 0.600  0.2187
11 H 1.131 0.683 -1.237  0.2377
12 H 0.484 1.174 1.565  -0.0449
13 H 1.810 -0.216 1.212  0.2399
14 H -1.128 -0.358 0.520  0.2419
15 H 1.052 -2.528 0.642  0.2170
16 H -1.824 -2.514 0.168  0.4084
17 H -0.912 -3.794 0.828  0.4213
18 H 0.579 3.139 0.130  0.3695
19 H 0.163 2.651 -1.326  0.3920
20 H -0.004 1.683 1.882  0.2790
21 H -3.970 -0.590 -0.220  0.4670
22 H -4.207 0.096 -1.552  0.4872
23 O -3.541 -0.419 -1.065  -0.9523

## Properties
Orbital gap   7.6 eV
E_LUMO   -5.53 eV
Net charge   +1

The computed energies, referenced to the most stable structure and given in eV, are a 4.886; b 0.000.

## a
Density functional theory data (wB97M-V/def2-TZVPD) for the ion C5H15N2O with charge +1.

Each line ends with the natural charge from an NBO analysis.
Geometry (Å):
1 C 1.419 -2.716 -0.791  -0.4596
2 N 0.654 -1.528 -0.775  -0.5548
3 C -0.975 -1.630 -0.371  -0.1579
4 C -1.306 -0.144 -0.596  -0.2702
5 N -1.088 0.402 0.778  -0.6526
6 C -0.967 1.895 0.726  -0.2762
7 C 0.456 2.496 0.418  -0.0623
8 O 1.453 1.415 0.602  -0.7605
9 H 1.231 -3.301 -1.710  0.2431
10 H 1.564 -3.195 0.158  0.2520
11 H 2.512 -2.429 -0.830  0.2397
12 H 0.792 -0.865 -1.542  0.4371
13 H 0.945 -0.873 0.044  0.4690
14 H -1.376 -2.216 -1.156  0.2184
15 H -1.135 -1.996 0.679  0.2501
16 H -2.393 -0.185 -0.791  0.2109
17 H -0.834 0.384 -1.387  0.2173
18 H -1.780 -0.029 1.349  0.3821
19 H -1.709 2.306 0.080  0.1943
20 H -1.084 2.475 1.678  0.2298
21 H 0.823 2.819 -0.455  0.1949
22 H 0.669 3.204 1.211  0.1824
23 H 1.430 1.063 1.512  0.4727

## Properties
Orbital gap   10.3 eV
E_LUMO   -2.89 eV
Net charge   +1

## b
Density functional theory data (wB97M-V/def2-TZVPD) for a structure of composition C5H15N2O.

Each line ends with the natural charge from an NBO analysis.
Geometry (Å):
1 N -4.115 -0.392 -1.180  -1.1144
2 C 0.570 2.066 -0.104  -0.6732
3 C 0.564 0.618 -0.495  0.2341
4 N 1.424 -0.125 0.376  -0.4701
5 C 2.810 -0.319 -0.074  -0.4068
6 C 0.794 -1.337 0.746  -0.2349
7 C -0.566 -0.778 1.119  -0.1198
8 O -1.164 -0.305 0.031  -0.3704
9 H -3.240 -0.146 -0.781  0.3528
10 H -4.581 -1.220 -0.858  0.3845
11 H 0.097 2.165 0.858  0.2680
12 H 1.600 2.393 0.107  0.3056
13 H 0.124 2.760 -0.805  0.2567
14 H -0.556 0.160 -0.478  0.3478
15 H 0.817 0.542 -1.541  0.2640
16 H 2.852 -0.924 -0.985  0.1977
17 H 3.309 0.625 -0.224  0.2239
18 H 3.410 -0.848 0.650  0.2472
19 H 1.311 -1.661 1.658  0.2442
20 H 0.738 -2.107 -0.032  0.2066
21 H -1.159 -1.538 1.667  0.2800
22 H -0.384 0.005 1.871  0.1961
23 H -4.654 0.367 -1.526  0.3805

## Properties
Orbital gap   4.6 eV
E_LUMO   -7.48 eV
Net charge   +1

The computed energies, referenced to the most stable structure and given in eV, are a 0.000; b 3.571.